[1]
Below is C28H29AsPd as an isolated structure in a non-equilibrium geometry, with properties calculated with the ωB97M-V functional and the def2-TZVPD basis.

Output
2S+1 ... 1
Electronic energy ... -3446.23191 Eh
Frontier orbital gap (alpha / beta) ... 3.75 / 4.51 eV
HOMO (alpha / beta) ... -20.371 / -20.487 eV
Maximum force ... 1.64 eV Å⁻¹
Lowest unoccupied orbital energy (alpha / beta) ... -16.6 / -16.0 eV
Net charge ... +4

Positions of all 59 atoms, in Å:
1 Pd -1.048 0.801 0.856
2 C 3.828 3.654 -0.596
3 C 3.602 2.144 -0.359
4 C 4.925 1.360 -0.197
5 C 2.506 1.770 0.482
6 C 1.413 2.711 0.755
7 C 0.487 2.446 1.719
8 C 0.523 1.202 2.442
9 C -0.374 0.966 3.581
10 C 1.534 0.203 2.078
11 C 2.449 0.456 1.138
12 H 4.671 3.766 -1.274
13 H 4.083 4.145 0.343
14 H 2.980 4.164 -1.050
15 H 3.162 1.753 -1.340
16 H 5.386 1.635 0.752
17 H 5.595 1.658 -1.000
18 H 4.820 0.279 -0.246
19 H 1.415 3.676 0.268
20 H -0.194 3.227 2.042
21 H -1.093 0.153 3.331
22 H -0.923 1.849 3.896
23 H 0.183 0.551 4.433
24 H 1.565 -0.728 2.632
25 H 3.210 -0.277 0.915
26 C -7.202 0.634 0.830
27 C -6.440 -0.257 1.651
28 C -5.135 -0.516 1.353
29 C -4.580 0.067 0.181
30 C -5.314 1.049 -0.579
31 C -6.626 1.279 -0.275
32 As -2.881 -0.300 -0.447
33 C -2.354 -2.095 -0.453
34 C -1.762 -2.550 -1.663
35 C -1.561 -3.899 -1.817
36 C -1.803 -4.770 -0.740
37 C -2.315 -4.294 0.491
38 C -2.543 -2.956 0.663
39 C -2.656 0.485 -2.147
40 C -3.329 -0.039 -3.252
41 C -3.142 0.573 -4.481
42 C -2.312 1.683 -4.605
43 C -1.643 2.193 -3.497
44 C -1.817 1.595 -2.260
45 H -8.240 0.823 1.075
46 H -6.914 -0.728 2.502
47 H -4.573 -1.202 1.968
48 H -4.851 1.558 -1.413
49 H -7.214 1.968 -0.866
50 H -1.541 -1.868 -2.473
51 H -1.195 -4.290 -2.757
52 H -1.549 -5.819 -0.838
53 H -2.519 -4.991 1.293
54 H -2.909 -2.594 1.613
55 H -3.994 -0.890 -3.166
56 H -3.655 0.182 -5.350
57 H -2.206 2.168 -5.566
58 H -1.010 3.063 -3.603
59 H -1.332 2.033 -1.388

[2]
Below is C28H29AuCl3N6OS2Si as an isolated structure, with properties calculated with the ωB97M-V functional and the def2-TZVPD basis.

Output
2S+1 ... 1
Electronic energy ... -4090.00584 Eh
Frontier orbital gap ... 6.43 eV
HOMO ... -10.564 eV
Maximum force ... 0.67 eV Å⁻¹
ΔE to the lowest compared entry with this formula, charge and spin ... 30.9 kcal/mol
Lowest unoccupied orbital energy ... -4.1 eV
Net charge ... +1

Positions of all 71 atoms, in Å:
1 Au -0.492 -3.197 -0.916
2 N -4.279 -3.351 1.299
3 C -3.326 -3.557 0.395
4 S -1.990 -4.521 0.695
5 N -3.667 -2.955 -0.818
6 N -2.762 -2.897 -1.707
7 C -3.231 -2.630 -2.939
8 C -2.453 -2.788 -4.077
9 C -3.039 -3.069 -5.342
10 C -2.290 -3.596 -6.343
11 C -0.900 -3.845 -6.150
12 C -0.315 -3.393 -5.027
13 N -1.061 -2.763 -4.033
14 H -4.240 -3.802 2.197
15 H -5.100 -2.834 1.025
16 H -4.304 -2.528 -3.046
17 H -4.105 -2.923 -5.447
18 H -2.750 -3.851 -7.288
19 H -0.310 -4.349 -6.900
20 H 0.744 -3.439 -4.822
21 Cl 3.996 5.357 2.200
22 C 3.101 3.951 2.655
23 C 2.899 2.937 1.735
24 C 2.157 1.832 2.113
25 C 1.613 1.700 3.389
26 C 0.816 0.479 3.780
27 C 1.559 -0.848 3.575
28 N 1.632 -1.303 2.190
29 C 2.762 -1.445 1.419
30 C 2.359 -1.994 0.242
31 N 1.000 -2.197 0.289
32 C 0.595 -1.768 1.470
33 O -0.468 0.325 3.169
34 C -0.960 1.308 2.268
35 C -1.193 2.640 2.911
36 C -0.914 3.843 2.337
37 Cl -0.269 4.109 0.765
38 S -1.299 5.173 3.348
39 C -1.857 4.117 4.575
40 C -1.750 2.813 4.213
41 C 1.864 2.733 4.295
42 Cl 1.282 2.668 5.930
43 C 2.592 3.856 3.938
44 H 3.302 3.020 0.737
45 H 1.985 1.055 1.381
46 H 0.640 0.540 4.854
47 H 1.048 -1.620 4.149
48 H 2.576 -0.767 3.956
49 H 3.735 -1.159 1.779
50 H 2.950 -2.277 -0.611
51 H -0.409 -1.822 1.854
52 H -1.903 0.886 1.915
53 H -0.308 1.424 1.399
54 H -2.228 4.518 5.503
55 H -2.035 1.987 4.849
56 H 2.760 4.646 4.656
57 C 1.425 1.014 -0.861
58 Si 1.001 0.868 -2.669
59 C -0.188 2.208 -3.178
60 C 2.530 0.832 -3.733
61 C 0.136 -0.754 -2.963
62 C -0.445 -1.717 -3.400
63 H 1.922 1.968 -0.671
64 H 2.089 0.208 -0.541
65 H 0.519 0.983 -0.253
66 H 0.263 3.192 -3.036
67 H -1.103 2.169 -2.584
68 H -0.463 2.112 -4.230
69 H 3.072 1.776 -3.653
70 H 2.275 0.679 -4.783
71 H 3.207 0.031 -3.429

Please write out number 1 again, unchanged.
Below is C28H29AsPd as an isolated structure in a non-equilibrium geometry, with properties calculated with the ωB97M-V functional and the def2-TZVPD basis.

Output
2S+1 ... 1
Electronic energy ... -3446.23191 Eh
Frontier orbital gap (alpha / beta) ... 3.75 / 4.51 eV
HOMO (alpha / beta) ... -20.371 / -20.487 eV
Maximum force ... 1.64 eV Å⁻¹
Lowest unoccupied orbital energy (alpha / beta) ... -16.6 / -16.0 eV
Net charge ... +4

Positions of all 59 atoms, in Å:
1 Pd -1.048 0.801 0.856
2 C 3.828 3.654 -0.596
3 C 3.602 2.144 -0.359
4 C 4.925 1.360 -0.197
5 C 2.506 1.770 0.482
6 C 1.413 2.711 0.755
7 C 0.487 2.446 1.719
8 C 0.523 1.202 2.442
9 C -0.374 0.966 3.581
10 C 1.534 0.203 2.078
11 C 2.449 0.456 1.138
12 H 4.671 3.766 -1.274
13 H 4.083 4.145 0.343
14 H 2.980 4.164 -1.050
15 H 3.162 1.753 -1.340
16 H 5.386 1.635 0.752
17 H 5.595 1.658 -1.000
18 H 4.820 0.279 -0.246
19 H 1.415 3.676 0.268
20 H -0.194 3.227 2.042
21 H -1.093 0.153 3.331
22 H -0.923 1.849 3.896
23 H 0.183 0.551 4.433
24 H 1.565 -0.728 2.632
25 H 3.210 -0.277 0.915
26 C -7.202 0.634 0.830
27 C -6.440 -0.257 1.651
28 C -5.135 -0.516 1.353
29 C -4.580 0.067 0.181
30 C -5.314 1.049 -0.579
31 C -6.626 1.279 -0.275
32 As -2.881 -0.300 -0.447
33 C -2.354 -2.095 -0.453
34 C -1.762 -2.550 -1.663
35 C -1.561 -3.899 -1.817
36 C -1.803 -4.770 -0.740
37 C -2.315 -4.294 0.491
38 C -2.543 -2.956 0.663
39 C -2.656 0.485 -2.147
40 C -3.329 -0.039 -3.252
41 C -3.142 0.573 -4.481
42 C -2.312 1.683 -4.605
43 C -1.643 2.193 -3.497
44 C -1.817 1.595 -2.260
45 H -8.240 0.823 1.075
46 H -6.914 -0.728 2.502
47 H -4.573 -1.202 1.968
48 H -4.851 1.558 -1.413
49 H -7.214 1.968 -0.866
50 H -1.541 -1.868 -2.473
51 H -1.195 -4.290 -2.757
52 H -1.549 -5.819 -0.838
53 H -2.519 -4.991 1.293
54 H -2.909 -2.594 1.613
55 H -3.994 -0.890 -3.166
56 H -3.655 0.182 -5.350
57 H -2.206 2.168 -5.566
58 H -1.010 3.063 -3.603
59 H -1.332 2.033 -1.388